Version a
18
Properties=species:S:1:pos:R:3 method="wB97M-V/def2-TZVPD" lumo_energy_ev="-4.22 / -4.22" charge=+1 smiles="C[NH2+]N[C@H](N=O)OC" multiplicity=1 gap_ev="8.87 / 8.87"
C -0.247 1.139 2.348
C -1.299 -0.158 -2.471
C 0.245 -0.891 -0.592
N 1.732 -0.681 -0.828
N 0.176 -0.618 0.886
N 0.547 0.759 1.140
O 2.509 -1.593 -0.944
O -0.443 0.051 -1.325
H -1.221 1.146 2.056
H -0.127 0.392 3.005
H -0.016 2.231 2.588
H -1.764 0.793 -2.589
H -1.950 -0.931 -2.141
H -0.673 -0.403 -3.398
H 0.005 -1.958 -0.839
H 0.681 -1.285 1.323
H 0.315 1.178 0.264
H 1.529 0.829 1.517

Version b
18
Properties=species:S:1:pos:R:3 method="wB97M-V/def2-TZVPD" lumo_energy_ev=-3.37 charge=+1 multiplicity=1 gap_ev=9.75
C -1.947 1.326 0.050
C -1.761 0.303 -0.836
N -0.575 0.142 -1.635
N -3.048 1.377 0.907
H -1.216 2.136 0.111
H -2.514 -0.454 -1.058
H -0.063 1.030 -1.707
H 0.102 -0.558 -1.177
H -0.815 -0.166 -2.588
H -3.474 0.469 0.976
H -2.861 1.742 1.823
N 1.498 -1.435 -0.664
C 1.891 -0.615 0.455
O 1.358 -1.000 1.626
O 2.697 0.285 0.331
H 1.489 -2.407 -0.370
H 2.204 -1.318 -1.385
H 0.495 -1.418 1.446

Most stable structure - version b; separation to the second - 0.2022 hartree.